1.
91
Properties=species:S:1:pos:R:3:mulliken_charge:R:1 method="wB97M-V/def2-TZVPD" orbital_gap_ev=6.79 total_charge=-1 multiplicity=1 e_lumo_ev=1.3 total_energy_ev=-564063.8702
I 2.2972 -1.2324 1.6197 -0.001
I 0.0644 -2.3458 -0.7439 0.039
Br 2.0159 1.2350 -3.2158 -0.435
Cl 5.4526 5.5250 9.9515 -0.097
Cl 1.1902 2.9051 4.9650 -0.086
Cl 1.6506 0.0874 5.3557 0.028
Cl -8.1937 0.9422 -3.3319 -0.095
Cl 0.8115 -2.9524 5.4249 -0.010
Cl -6.0292 -0.6251 6.4198 -0.012
Cl -1.1592 -2.1335 7.3605 -0.084
Cl -9.9892 0.1167 -5.4370 -0.110
Cl 3.5499 1.6531 3.8684 -0.067
Cl -2.7088 1.0010 -1.5363 -0.124
Cl -10.5392 -4.4117 3.3859 -0.110
Cl -3.8877 1.1601 5.6691 -0.050
Cl -7.9611 2.1037 -5.9627 -0.098
Cl -4.9726 -4.4181 3.9158 -0.106
Cl -3.1437 -1.7970 -2.0407 -0.124
Cl -9.4898 -5.0112 6.0084 -0.109
Cl 3.3087 2.0253 6.7228 -0.023
Cl -3.2596 -2.5097 5.2358 0.112
Cl -1.5877 7.4886 6.0522 -0.117
Cl -1.8972 6.6354 3.3116 -0.101
Cl -3.0221 -2.9240 2.3973 -0.016
Cl -3.5055 5.4347 5.3858 -0.085
Cl -7.9273 -3.4494 4.1522 0.036
Cl -5.8824 2.0200 7.5685 -0.115
Cl -5.3444 -1.5812 3.4543 -0.150
Cl -4.3181 -0.5562 0.2777 -0.011
Cl -0.6788 4.8696 5.2426 -0.041
Cl 0.7934 -4.1453 8.0544 -0.111
Cl 5.0672 2.7213 9.3846 -0.104
Cl 3.9091 3.8862 11.7583 -0.100
Cl -1.2983 -4.7733 6.1673 -0.086
Cl -5.3170 0.0789 -2.3675 -0.028
Cl -3.9480 0.0101 8.3155 -0.085
Cl -8.3399 -6.2600 3.6726 -0.110
Cl -7.2067 -0.6459 -5.5272 -0.082
Cl 2.8505 4.5646 9.1629 -0.072
O 3.2699 -1.4587 -3.3579 -0.962
C -3.8723 -0.3185 -1.4180 0.192
C -0.2673 0.6814 -5.9233 -1.814
C -1.9177 6.1078 4.9966 0.336
C 0.7404 -1.3730 -3.9231 -1.493
C 4.3176 4.1743 10.0619 0.363
C 5.2010 -1.0958 -4.8515 0.567
C -1.4626 1.7051 -3.9808 -1.741
C 5.5917 0.3908 -5.1471 0.744
C 6.0170 -1.7364 -3.7404 -1.663
C -8.3365 0.6285 -5.0650 0.364
C -1.1466 0.3646 -4.7170 0.994
C 3.8209 0.0028 -0.7393 -0.899
C 1.7477 -1.1881 -1.4018 0.164
C 6.1282 1.1415 -3.9325 -1.423
C -0.6244 -0.6724 -3.6801 -0.043
C -4.9372 0.6406 6.9903 0.239
C -9.0737 -4.7800 4.3045 0.288
C -4.1476 -2.8599 3.7499 0.262
C 6.6623 0.3517 -6.2565 -1.680
C -0.2129 -3.5044 6.7488 0.238
C 3.6766 -1.2897 -4.6823 -1.058
C 2.4312 1.6669 5.2268 0.159
C 2.5771 -0.7844 -0.4805 0.052
B 2.0006 -0.8455 -3.0103 1.302
H 5.9079 -2.8169 -3.6962 0.411
H -1.3757 -1.4636 -3.6079 -0.008
H -0.9147 1.7978 -3.0491 0.412
H 5.8219 -1.3393 -2.7510 0.224
H 0.1479 -0.1897 -6.4199 0.400
H -2.1139 0.0242 -5.0822 0.371
H 5.4612 -1.6349 -5.7636 0.410
H 5.3498 1.1620 -3.1783 0.169
H -1.1423 2.5356 -4.6065 0.410
H 7.5449 -0.1874 -5.9123 0.298
H 3.4450 -2.2244 -5.2156 0.212
H 7.0744 -1.5465 -3.9428 0.406
H 3.1664 -0.5004 -5.2378 0.337
H -0.9126 1.1453 -6.6777 0.512
H 3.5543 1.0602 -0.7597 0.263
H 4.7131 0.8438 -5.6004 0.245
H 6.3589 2.1547 -4.2569 0.502
H -0.5954 -0.2356 -2.6837 0.241
H 7.0453 0.6908 -3.5716 0.301
H 4.4951 -0.1067 0.1056 0.621
H 6.2905 -0.2301 -7.0977 0.457
H 0.9941 -1.4527 -4.9773 0.333
H -2.5197 1.7873 -3.7307 0.276
H 4.3026 -0.2246 -1.6748 -0.420
H 0.5018 1.4170 -5.7279 0.289
H 6.9276 1.3475 -6.6028 0.428
H 0.6057 -2.4102 -3.5876 0.352


2.
56
Properties=species:S:1:pos:R:3:mulliken_charge:R:1 method="wB97M-V/def2-TZVPD" orbital_gap_ev=8.65 total_charge=0 multiplicity=1 e_lumo_ev=0.3 total_energy_ev=-44819.9775
Cl 5.0577 1.3592 -2.5747 -0.234
O -2.7133 0.8721 -0.0852 -0.713
N 1.4849 -3.0246 -0.4931 0.053
N -1.2214 0.4441 -1.7261 0.559
N 0.3231 1.0654 0.9983 0.725
N 1.0524 -1.2488 -1.7607 -0.298
C 2.1934 -3.1854 -1.6632 -0.230
C -1.0026 3.0777 2.7022 -1.460
C -4.5551 0.2042 -3.1073 -1.158
C 0.8064 -1.8179 -0.5912 -0.128
C -0.6303 -0.0057 0.6409 0.231
C 1.3956 -3.8467 0.5979 -0.456
C 3.7627 0.5382 -0.3476 -1.041
C 1.4570 1.9584 -0.9576 -0.086
C -0.5833 1.7143 3.2369 1.128
C -0.0675 -2.2241 1.5872 -0.193
C -1.6181 0.4655 -0.4424 -0.986
C 0.5824 1.1352 2.4350 -1.256
C 0.0163 -1.3792 0.5171 0.516
C -3.3305 -0.2349 -2.8577 1.055
C 1.4898 1.1624 0.1803 -0.479
C 2.5489 2.0232 -1.8083 -0.948
C 1.9052 -2.0830 -2.4142 -1.073
C 0.6180 -3.4693 1.6342 -0.901
C 2.6605 0.4737 0.4893 0.307
C -3.0081 -1.6872 -2.6623 -1.049
C -2.1590 0.7200 -2.8004 -1.087
C 3.6888 1.3005 -1.5010 0.350
C -0.1795 1.7904 4.7066 -1.680
H -3.8761 -2.3120 -2.8667 0.429
H 0.6525 2.4868 4.8409 0.357
H -1.5901 0.6446 -3.7307 0.416
H 4.6682 -0.0062 -0.1166 0.431
H 2.2743 -1.8480 -3.3992 0.523
H 1.9622 -4.7650 0.5574 0.406
H -1.0093 2.1421 5.3205 0.427
H -2.6864 -1.8761 -1.6349 0.144
H -1.7944 3.5050 3.3200 0.453
H -1.3685 3.0031 1.6794 0.212
H -0.3386 -0.0114 -1.9504 0.203
H -2.5313 1.7424 -2.7174 0.440
H -5.3907 -0.4779 -3.2024 0.275
H 0.8633 0.1559 2.8569 0.205
H -1.2984 -0.0863 1.4949 0.848
H -0.6680 -1.9306 2.4393 0.512
H -2.1871 -2.0000 -3.3139 0.238
H 2.8096 -4.0481 -1.8417 0.480
H -1.4441 1.0410 3.1610 0.160
H 1.4451 1.7928 2.5701 0.762
H -0.1547 3.7690 2.7141 0.295
H 2.5207 2.6331 -2.7008 0.440
H -4.7634 1.2623 -3.2079 0.279
H 0.5323 -4.1111 2.4982 0.436
H 0.5578 2.5180 -1.1760 0.438
H 0.1337 0.8166 5.0899 0.386
H 2.7072 -0.1374 1.3829 0.337


3.
54
Properties=species:S:1:pos:R:3:mulliken_charge:R:1 method="wB97M-V/def2-TZVPD" orbital_gap_ev=6.66 total_charge=+1 multiplicity=1 e_lumo_ev=-4.6 total_energy_ev=-47979.9133
I 1.9042 -0.9743 0.9418 0.323
S 1.3843 -2.3287 -1.9705 0.052
F 0.3006 -1.7492 -5.8484 -0.215
O 2.2571 -2.3904 -4.6826 -0.424
C -0.9375 -1.2958 -0.5106 -0.342
C -2.6151 3.4339 -6.0416 -0.435
C -2.0748 1.9947 2.7889 -0.544
C 6.0128 -1.3143 4.9740 -0.379
C 1.0001 -2.2823 -4.7243 0.449
C 5.7525 -1.3132 6.3410 -0.412
C -3.2844 2.4299 3.3213 -0.345
C 4.9845 -1.0631 4.0704 -0.134
C -2.0286 2.9834 -7.2208 -0.402
C -1.7215 0.6508 2.8727 0.046
C -3.7874 0.1788 4.0224 -0.387
C -1.8235 1.4659 -4.8976 -0.066
C -1.3454 1.7713 -7.2404 -0.551
C 0.2308 -2.7543 -3.3693 -0.235
C 0.4810 -2.0399 -0.3740 -0.613
C 3.4336 -0.8239 5.9010 -0.607
C -0.8451 0.2924 -0.7760 -0.727
C -2.5760 -0.2560 3.4932 -0.560
C -2.5099 2.6762 -4.8788 -0.442
C -4.1431 1.5217 3.9337 -0.419
C 3.6960 -0.8160 4.5346 0.129
C -1.2447 1.0108 -6.0791 -0.240
C 4.4631 -1.0697 6.8047 -0.324
H 4.2600 -1.0712 7.8704 0.365
H -0.4336 0.7922 0.1862 0.118
H -5.0889 1.8602 4.3429 0.371
H 0.2750 -3.0381 0.1780 0.615
H 2.8942 -0.6175 3.8298 -0.044
H -1.7402 0.8755 -3.9895 0.267
H -0.2186 0.5700 -1.7054 0.219
H 0.0584 -3.8948 -3.4767 0.408
H -1.4631 -1.4128 0.5193 0.151
H 7.0168 -1.5095 4.6128 0.357
H 5.1881 -1.0601 3.0041 0.279
H 1.9720 -1.0926 -2.3036 0.299
H -1.6407 -1.8117 -1.2648 0.366
H -2.9630 3.0297 -3.9584 0.358
H -1.8954 0.7638 -0.9211 0.300
H -0.8912 1.4189 -8.1607 0.383
H -0.7796 0.3105 2.4553 0.353
H 2.4276 -0.6377 6.2620 0.353
H -1.4070 2.7027 2.3085 0.373
H -2.2979 -1.3032 3.5640 0.383
H -3.5588 3.4779 3.2584 0.369
H -3.1533 4.3756 -6.0285 0.366
H -2.1049 3.5774 -8.1256 0.370
H -4.4545 -0.5283 4.5041 0.370
H -0.8058 -2.2777 -3.2986 0.276
H -0.7147 0.0650 -6.0946 0.417
H 6.5553 -1.5032 7.0460 0.360


4.
58
Properties=species:S:1:pos:R:3:mulliken_charge:R:1 method="wB97M-V/def2-TZVPD" orbital_gap_ev=6.96 total_charge=+1 multiplicity=1 e_lumo_ev=-4.0 total_energy_ev=-50901.9990
In -0.3477 0.6753 -3.1657 1.008
S -0.9112 2.5161 -0.1461 1.612
O -2.1793 1.5676 0.0086 -0.515
O -1.4201 3.7827 0.2421 -0.728
O -0.3223 2.4064 -1.4703 -0.794
N 1.8851 -0.7628 -2.3265 0.057
N -0.3265 -0.4885 -0.5814 1.226
N -2.8265 0.2531 -1.8473 0.190
C 3.2195 -0.1312 -0.3853 -1.048
C -0.2492 1.4517 2.3328 -0.458
C 2.3332 -0.7220 1.9711 -0.164
C 1.5434 1.9736 0.7232 -1.085
C -2.5718 0.2290 -0.4111 2.364
C 2.9021 0.6503 4.0621 -1.575
C -3.7978 1.2688 -2.2833 -1.166
C 2.0284 0.5754 2.8198 1.872
C 0.5834 0.8329 3.1645 -1.879
C -4.0011 -1.0419 1.1840 -0.685
C -2.9751 -2.0762 1.3084 -0.821
C 1.5002 -2.1404 -2.6532 -1.027
C -1.4663 -0.7876 -0.0934 -0.789
C 0.9214 -0.8702 -0.0649 0.061
C -3.8224 0.0178 0.4033 -1.569
C 2.5911 1.4277 1.6443 -0.176
C 2.9756 -0.3060 -3.1815 -1.348
C 3.2775 0.1277 1.0852 -0.792
C -1.7751 -1.9425 0.7309 -0.738
C 2.0903 -0.5700 -0.9374 0.499
C 1.0956 -1.1207 1.2402 -1.797
C 0.2488 1.9224 1.0320 0.231
C -3.2256 -1.0656 -2.3518 -1.002
H 3.2281 0.7260 -2.9395 0.430
H 0.2379 -1.3352 1.8638 0.360
H 2.6001 -0.1059 4.7887 0.439
H 3.9516 0.4842 3.8140 0.372
H -1.2798 1.6527 2.5962 0.577
H 2.3352 -2.8309 -2.4960 0.368
H -3.6951 1.3917 -3.3623 0.413
H 3.8729 -0.9266 -3.0801 0.404
H 2.8154 1.6312 4.5318 0.423
H -3.5954 2.2244 -1.8093 0.345
H -4.8284 0.9697 -2.0718 0.385
H 3.2933 2.2164 1.9254 0.631
H 2.6505 -0.3526 -4.2217 0.340
H -4.1848 -1.3916 -1.9369 0.356
H -3.2073 -2.9690 1.8741 0.478
H -3.3218 -1.0035 -3.4354 0.396
H 4.3076 0.0718 1.4303 0.787
H -4.5782 0.7849 0.2978 0.555
H -1.0208 -2.7142 0.8112 0.666
H 1.8688 2.3868 -0.2238 0.397
H 2.7817 -1.5375 2.5431 0.539
H 1.1908 -2.1934 -3.6977 0.428
H 0.6664 -2.4558 -2.0264 0.218
H -4.9237 -1.1585 1.7366 0.513
H -2.4685 -1.8144 -2.1183 0.291
H 0.2336 0.5069 4.1383 0.369
H 4.0922 0.0895 -0.9850 0.557


5.
57
Properties=species:S:1:pos:R:3:mulliken_charge:R:1 method="wB97M-V/def2-TZVPD" orbital_gap_ev=8.76 total_charge=0 multiplicity=1 e_lumo_ev=0.4 total_energy_ev=-36931.0775
O 2.7890 -2.5218 1.8948 -0.430
O -1.0676 0.2850 0.9767 -0.758
O -1.0327 2.4607 1.5747 -0.360
O -2.3635 -0.6987 -3.7693 -0.537
N -0.4333 -2.4153 -1.3322 0.854
N -1.6406 -0.0779 -1.8756 -0.212
N 0.7369 -2.0515 1.2925 0.127
C -2.0258 1.4699 -1.7803 1.303
C 1.9793 0.4021 0.2779 -0.625
C 2.4139 -0.0549 1.5274 0.478
C 3.1857 0.4076 2.4508 -0.491
C -1.5650 -3.1863 -0.9074 -0.905
C -0.6736 1.7459 2.8743 -0.718
C -1.5752 -0.8238 -3.0045 0.338
C -1.8709 1.9897 -0.6217 0.701
C 0.8586 -3.2540 -1.3235 -0.890
C -1.3034 -3.2710 0.8354 -1.829
C -1.3201 1.4550 0.7505 0.845
C -0.7830 -1.9071 -2.7182 -0.804
C 3.3462 1.6421 2.4057 -0.188
C 2.2789 1.8808 0.4859 -0.731
C -3.0900 3.9624 -1.5392 -0.908
C 3.2447 4.0333 1.4047 -1.394
C 2.1956 -1.8161 1.3153 -0.115
C -2.3491 3.2809 -0.5032 -0.988
C -3.2345 2.9825 -2.7209 -0.428
C -2.6307 1.7905 -2.8603 -1.264
C 0.8813 -4.1940 0.1225 -1.167
C 2.8750 2.5483 1.4509 0.712
C 0.2101 -3.4091 1.0377 -0.488
H 0.3927 -4.9186 -0.2823 0.869
H 3.4437 4.2764 2.4992 0.345
H 3.3463 -0.2564 3.3419 0.306
H 3.9148 2.3124 3.3478 -0.104
H 1.5222 -0.1021 -0.3688 1.150
H 1.6885 -2.4639 -1.4445 0.340
H 1.9821 2.4293 -0.5028 0.125
H -2.2498 3.9032 0.4547 0.185
H -1.6655 -2.4601 1.3884 0.402
H -3.6286 4.8104 -1.3427 0.464
H -1.1945 -2.9171 -3.4360 0.285
H 0.9232 -4.0454 -2.2753 0.310
H -1.6589 -4.0670 1.1222 1.040
H -1.2672 0.9410 3.0972 0.370
H -2.4040 -2.6410 -1.0731 0.571
H -2.9835 1.4396 -3.6711 0.629
H -1.5909 -4.2576 -1.0851 0.222
H 2.3868 4.5604 1.0009 0.356
H -0.6402 2.5982 3.5283 0.271
H -1.1776 -0.3384 -1.2478 0.433
H -3.8804 3.7306 -3.5083 0.128
H 0.1840 -1.8002 -3.3685 0.256
H 3.8383 4.0302 0.5098 0.375
H 0.3521 -3.6454 1.9717 0.711
H 1.9309 -4.0544 0.1389 0.453
H 0.0623 -1.1239 0.9531 0.141
H 0.3369 1.4044 2.5305 0.236


6.
61
Properties=species:S:1:pos:R:3:lowdin_spin:R:1 method="wB97M-V/def2-TZVPD" orbital_gap_ev="8.69 / 6.56" s2=8.76 total_charge=+2 multiplicity=6 e_lumo_ev="-4.5 / -7.2" total_energy_ev=-43988.2499
Ru 0.1783 0.1428 0.0224 3.827
O -1.6810 0.1229 -1.1599 0.149
O 1.5357 -2.4894 -1.1202 0.056
O -2.7577 -0.6813 0.6348 0.015
O -0.0138 -2.4903 0.5316 0.228
N 0.4133 2.1946 -0.6611 0.104
N -0.2596 4.2955 -0.7923 0.010
N -4.5765 -1.9700 -0.6812 0.001
N 1.4643 0.5146 4.0401 0.012
N 1.4940 0.3877 1.8233 0.111
N -1.0327 1.6105 1.6139 0.080
C 3.4308 -1.2396 1.6641 0.005
C 2.3727 4.5804 -3.3858 0.001
C 0.6863 -1.9328 -0.2968 0.231
C 0.9165 0.9254 2.8870 0.024
C -0.4234 3.1009 -0.1997 0.021
C 1.1805 2.8314 -1.6323 0.013
C 0.7643 4.1590 -1.7235 0.004
C -3.6621 -1.1240 -1.5274 0.005
C -4.2640 -3.4105 -0.9976 0.000
C -0.1850 1.9275 2.7649 0.006
C 2.4929 -0.3639 3.7184 0.004
C -3.0818 -2.0771 -2.5853 0.001
C 1.7280 -3.9335 -0.9920 0.023
C 4.3260 -1.9376 2.4473 0.000
C -3.9068 -3.3547 -2.4677 0.000
C 4.3082 -1.8511 3.8491 0.001
C 1.3478 5.0682 -2.5971 0.001
C -1.4606 2.7770 0.8340 0.007
C 2.4970 -0.4445 2.3276 0.012
C -2.6170 -0.5176 -0.5787 0.019
C 3.3934 -1.0590 4.5162 0.001
C 2.2154 2.3489 -2.4308 0.006
C 2.7982 3.2438 -3.3048 0.000
H 5.0698 -2.5614 1.9738 0.000
H -5.5553 -1.7630 -0.8773 0.000
H -4.8096 -3.3035 -3.0769 0.000
H -1.6503 3.6538 1.4664 0.002
H 1.7441 -4.2097 0.0603 0.003
H 2.8633 5.2429 -4.0836 0.000
H 0.2833 2.9032 2.5905 0.000
H 1.0233 6.0950 -2.6644 0.000
H -0.7542 2.0087 3.6972 0.002
H -4.2575 -0.3214 -1.9647 0.000
H -2.0291 -2.2631 -2.3675 0.000
H 3.4721 -1.2995 0.5845 0.003
H 1.2022 0.8259 4.9617 0.001
H -0.7830 5.1304 -0.5837 0.001
H -3.3553 -4.2409 -2.7735 0.000
H 2.6787 -4.1392 -1.4716 0.001
H 2.5550 1.3220 -2.3810 0.003
H -1.8259 1.0228 1.8574 0.001
H 5.0347 -2.4138 4.4161 0.000
H -5.1240 -4.0218 -0.7381 0.000
H -2.4008 2.5345 0.3304 0.000
H 0.9197 -4.4441 -1.5115 0.002
H -3.1331 -1.6333 -3.5757 0.000
H 3.3873 -0.9803 5.5924 0.000
H -3.4162 -3.6803 -0.3677 0.000
H -4.3640 -1.7298 0.3101 0.000
H 3.6030 2.9118 -3.9443 0.000


7.
65
Properties=species:S:1:pos:R:3:mulliken_charge:R:1 method="wB97M-V/def2-TZVPD" orbital_gap_ev=9.30 total_charge=-1 multiplicity=1 e_lumo_ev=2.5 total_energy_ev=-78019.2603
S 1.3922 -0.1450 0.7077 1.061
S -1.1541 0.5664 1.0229 0.986
S 3.1230 -0.6775 1.9272 1.033
O 1.9406 0.6914 -0.2876 -0.562
O 4.2907 -0.2317 1.2533 -0.604
O 3.0398 -0.1500 3.2515 -0.669
O -1.7749 1.8076 1.4214 -0.734
O 0.9206 -1.3902 0.1558 -0.595
O -1.2292 0.4306 -0.3971 -0.616
N 6.9417 4.5322 2.3741 -0.610
N 3.1658 -2.2504 -3.4109 -0.530
N 0.3361 0.5964 1.6275 -0.454
N -3.6233 -3.5938 -0.1895 -0.315
N -5.2065 2.6770 -0.9570 -0.478
N -1.3426 -2.8119 2.6717 -0.822
C -5.9287 -4.2479 -0.1835 -0.526
C 4.8771 2.6931 2.7327 0.069
C 1.8474 -0.2502 -3.5560 -0.345
C 3.5703 -2.0277 -4.6604 -0.257
C -5.9479 3.5733 -1.6055 -0.254
C 2.3187 -1.3664 -2.8796 -0.316
C -4.2560 -5.7912 0.5252 -0.656
C 3.1714 -2.4629 1.8993 -1.016
C -3.9325 2.9976 -0.7174 -0.126
C 5.6955 4.7997 1.9882 -0.163
C -2.1204 -0.7003 1.8420 -0.748
C -3.3163 -4.8037 0.2704 0.038
C 4.6330 3.9224 2.1445 -0.550
C 7.1558 3.3451 2.9389 -0.232
C 6.1664 2.3953 3.1388 -0.351
C -5.4720 4.7995 -2.0401 -0.322
C -3.3599 4.2001 -1.1091 -0.448
C 2.2812 -0.0371 -4.8514 -0.467
C -1.5707 -2.0890 1.6792 0.012
C -4.1467 5.1162 -1.7832 -0.369
C 3.1638 -0.9438 -5.4206 -0.295
C -5.5902 -5.5032 0.2928 -0.105
C -4.9096 -3.3342 -0.4080 -0.213
H -2.2605 -4.9833 0.4432 0.347
H 2.4267 -2.8095 2.6037 0.344
H -6.9797 3.2850 -1.7832 0.347
H 2.0058 -1.5644 -1.8650 0.724
H -3.1441 -0.6180 1.5067 0.280
H 5.5492 5.7720 1.5286 0.346
H -5.1270 -2.3397 -0.7837 0.403
H -6.3555 -6.2462 0.4806 0.352
H -1.4042 -2.4723 0.6887 0.655
H 4.0790 1.9793 2.8714 0.430
H 4.1822 -2.7548 2.1318 0.394
H 1.9378 0.8235 -5.4123 0.372
H 4.2577 -2.7635 -5.0671 0.355
H 2.8883 -2.7931 0.9089 0.309
H -6.1218 5.4871 -2.5656 0.349
H -3.9480 -6.7588 0.8972 0.352
H 3.5283 -0.8133 -6.4313 0.345
H -6.9585 -3.9806 -0.3775 0.351
H -2.3219 4.4049 -0.8873 0.417
H -2.1096 -0.4121 2.8844 0.425
H -1.5710 -2.3161 3.5320 0.235
H -3.3468 2.2521 -0.1943 0.557
H 1.1599 0.4285 -3.0702 0.441
H 3.6404 4.1943 1.8126 0.369
H 6.3992 1.4455 3.6004 0.360
H 8.1797 3.1531 3.2447 0.336
H -3.7348 6.0649 -2.1056 0.357